[1]
DFT (ωB97M-V with the def2-TZVPD basis set) results for a 2-piece molecular cluster, C11H15N overall.

The geometry in XYZ format:
```
27
C11H15N ωB97M-V with the def2-TZVPD basis set
N -0.6885 0.6627 -2.5200
C -0.1068 -0.4887 -1.8562
C -0.4540 -1.8446 0.0756
C 2.0940 0.7067 2.0353
C -1.6870 0.4204 -0.4589
C -2.6372 0.6788 0.5764
C -0.7613 -0.6938 -0.5980
C -1.4005 1.2594 -1.5932
C 1.2429 1.9700 2.2549
C 1.1105 -2.4477 -1.5567
C 0.5610 -2.7208 -0.4054
C 0.7942 -1.3799 -2.4054
H 0.9699 -3.4457 0.3996
H 1.8490 2.8007 2.6084
H -2.7904 1.7226 0.9447
H 1.8347 -3.0835 -2.0437
H 1.5942 0.1480 1.2520
H 3.0529 0.9585 1.6384
H -0.6801 -1.7607 1.1070
H -0.3207 1.2758 -3.2139
H 0.5411 2.0510 1.4280
H -2.5771 0.0122 1.4580
H -3.6870 0.4790 0.1062
H -1.9274 2.1867 -1.8384
H 0.5327 1.6079 3.0058
H 2.2187 0.0583 2.9192
H 1.3220 -1.1335 -3.3195
```

Calculated values
SMILES string = Cc1c[nH]c2ccccc12.CC
ΔE to the lowest compared entry with this formula, charge and spin = 2.175 eV
Calculated total energy = -13138.61581 eV
Frontier orbital gap = 8.208 eV

=====

[2]
DFT (ωB97M-V with the def2-TZVPD basis set) results for C10H12BrIrN3O3 as an isolated structure.

The geometry in XYZ format:
```
30
C10H12BrIrN3O3 ωB97M-V with the def2-TZVPD basis set
Ir -1.4651 0.4397 -0.9160
Br -1.9437 0.5131 -3.2143
O -2.8591 2.0750 -0.2478
O -3.5128 3.1332 1.6774
O -2.7819 -0.8891 2.8592
N -1.6940 0.2333 1.1775
N -2.2473 -1.8150 -0.5172
N 0.9334 0.2979 0.0117
C 2.2142 0.2920 0.3438
C -2.2802 -0.8768 1.7658
C -2.1646 -2.1320 0.9105
C 4.6380 0.1365 -0.2889
C -1.7276 1.4267 1.8512
C -2.9367 2.3973 0.9502
C 3.1853 0.1426 -0.6545
C 2.7363 0.0108 -1.9661
C 1.3848 0.0256 -2.2887
C 0.5253 0.1683 -1.2099
H 4.8662 -0.7223 0.3442
H -1.1907 -2.5717 1.1279
H 2.4661 0.4021 1.3912
H 1.0394 -0.0825 -3.3052
H -1.7369 -2.4770 -1.0886
H 4.8918 1.0321 0.2790
H -2.0423 1.3804 2.8883
H -0.8810 2.0867 1.6592
H -3.2099 -1.7981 -0.8385
H 3.4582 -0.0973 -2.7665
H -2.9392 -2.8243 1.2351
H 5.2738 0.0929 -1.1698
```

Calculated values
Total charge = +1
ΔE to the lowest compared entry with this formula, charge and spin = 0.434 eV
Multiplicity = 5
Calculated total energy = -94049.14814 eV
Frontier orbital gap (spin up / spin down) = 8.187 / 6.343 eV

=====

[3]
DFT (ωB97M-V with the def2-TZVPD basis set) results for C47H117N3O23 as an isolated structure.

The geometry in XYZ format:
```
190
C47H117N3O23 ωB97M-V with the def2-TZVPD basis set
O -3.0343 -5.1359 1.3129
O 2.4494 -1.7199 5.0428
O -4.3264 5.1086 -1.2649
O 1.7733 0.7010 -1.1592
O 4.6057 1.3507 1.8891
O -5.3427 -0.0825 2.0246
O -0.2240 -5.0766 1.5726
O 4.1328 2.0310 -3.5199
O -3.3211 -1.1043 -4.6203
O 2.2417 2.6545 2.8365
O -2.8358 2.4624 -3.5071
O 1.6184 5.5683 -2.5363
O 2.8320 3.5283 -0.7947
O 0.9800 2.6514 -4.1352
O -5.3059 1.7755 -3.8104
O -0.4384 -1.2309 -4.2668
O 5.4302 -1.2044 -3.2428
O -2.0088 4.0010 0.3201
O -0.2913 -0.5780 4.4846
O 6.0028 -0.7970 0.5961
O -1.4664 -1.1017 2.8943
O 5.4564 1.5505 -2.1259
O -3.5684 0.9380 2.7600
N 5.8285 -1.9923 1.1649
N -5.8517 0.6029 0.9708
N 0.8870 -0.1656 -0.4366
C 4.7057 -0.7417 -2.1239
C -0.9722 -0.3042 1.0576
C 6.9508 -3.2157 -0.8099
C -2.3929 -0.7976 -5.7013
C -0.8228 -1.9038 1.0214
C -1.0966 -5.0171 2.7078
C -1.4679 0.3165 -1.2603
C -2.4395 -0.8892 3.9889
C -6.3081 0.7483 -1.4711
C 5.7882 -3.1960 0.2905
C -7.0729 2.2342 2.5350
C 1.1854 -1.5902 -0.5916
C 5.1551 -4.5665 2.4661
C 2.5116 2.3705 1.4926
C -4.0218 0.4157 -0.7029
C -5.4688 0.0456 -0.3274
C 5.5307 -0.6018 3.3010
C 0.8338 4.7855 -1.7235
C 2.6506 -1.8641 -0.5844
C -6.2444 1.9934 1.2631
C -1.0181 -0.1952 -5.1565
C -0.5393 2.0048 0.3546
C 0.6564 -2.2980 0.6450
C 1.7297 1.7370 -3.3080
C -3.7141 -0.4127 3.3151
C -5.6221 -1.4417 -0.4941
C -0.3915 0.4973 -0.0825
C -4.4631 0.6139 -3.9040
C 3.9919 2.3640 1.2142
C -4.9735 2.8879 1.3957
C 3.5485 -1.7327 2.1821
C -6.5829 2.2381 -1.2815
C 6.0636 -4.4713 1.1063
C -2.4615 -4.3799 2.3398
C 4.4061 -3.3159 -0.4379
C -3.6595 3.8939 -1.4753
C 5.5084 0.3750 -1.3546
C 2.9852 2.3458 -2.7568
C -3.2428 1.1329 -3.1053
C 5.0483 -1.8623 2.4403
C 5.2454 -3.2725 3.3017
C 1.5486 4.1247 -0.5480
C -7.1732 2.3936 0.0492
C 0.7484 -1.0758 3.6098
C 1.4552 -2.2203 4.2495
C -2.1049 4.0407 -1.1154
C 0.5970 -2.3268 -1.8416
H 1.8506 -2.9230 3.5161
H -7.2781 0.2550 -1.5327
H -5.7359 2.8799 -1.5238
H -1.3524 0.7044 -4.6397
H -2.0461 -0.2122 1.2204
H 4.5129 -3.6244 -1.4779
H -1.1035 -6.0676 2.9983
H -5.1353 3.8087 1.9561
H 5.5623 0.3246 2.7275
H 3.1981 -0.8361 1.6707
H 3.6116 -3.9527 -0.0488
H 4.1751 -5.0436 2.4614
H -3.1963 0.0259 -0.1074
H -2.0495 -0.1402 4.6782
H -4.2872 0.4912 -4.9727
H -7.3240 2.4550 -2.0508
H -2.4535 -0.0116 -0.9303
H 4.2978 3.3784 1.4699
H 6.3668 1.8310 -2.2444
H -4.4776 0.3242 2.1129
H 1.0431 1.4965 -2.4962
H -7.3227 3.2731 2.7504
H 1.6575 3.0096 -4.7135
H -0.4601 2.6412 -0.5268
H 6.4873 -0.0072 -1.0651
H -3.6611 0.0583 -1.6674
H -2.5027 -1.7764 4.6190
H -3.7279 1.4590 -0.5876
H 0.9073 3.3085 -0.2152
H 6.8450 -3.9695 -1.5901
H -4.5536 3.0246 0.3991
H -2.0129 2.7017 -3.0745
H -4.8685 -0.3386 -3.5629
H 2.9901 -2.8595 -0.2981
H 0.1066 2.3914 1.1429
H -0.4800 -2.2373 -1.9834
H -1.1294 -0.2801 -2.1074
H 0.9049 -2.8045 4.9871
H -1.5428 2.3279 0.6315
H 4.7602 1.5505 -2.9749
H 3.9751 -2.3165 -0.4968
H 4.4720 -3.4210 4.0554
H 0.9638 -3.3393 -1.6731
H 3.0334 2.0244 -1.7163
H -4.2401 3.0512 -1.0999
H -4.5015 5.3146 -0.3437
H -1.5745 1.2535 -1.8068
H 6.9482 -2.2330 -1.2815
H 2.8770 -1.5621 -1.6069
H -0.0957 -4.1856 1.2392
H -5.9116 0.7455 -2.4864
H 4.3936 -1.5962 -1.5233
H 3.0102 -1.5998 3.1205
H 6.5878 -0.6446 3.5635
H -1.4896 -2.4497 0.3539
H -0.9334 -1.2022 -3.4447
H -4.7399 2.5507 -3.8278
H 2.9919 2.5277 3.4220
H -1.2616 -2.1596 1.9858
H 1.3739 -2.2040 1.4602
H 5.0107 0.3828 -0.3849
H -6.5745 -1.7855 -0.0906
H -3.4555 1.3821 -2.0657
H -2.1673 -1.7881 -6.0962
H 7.1432 -4.5941 1.1927
H 0.1985 -1.1782 2.6743
H 4.8822 -0.5031 4.1715
H 6.1482 -3.1023 3.8882
H -1.6493 3.1873 -1.6176
H 2.0996 -1.2048 5.7735
H 0.6671 -3.3709 0.4531
H -7.9431 1.5780 2.5482
H -4.1138 2.4844 1.9307
H -2.9706 -4.3108 3.3012
H -1.7140 4.9741 -1.5204
H 1.4543 -0.3158 3.2749
H 0.0760 -0.4915 5.3673
H 4.0911 2.2494 0.1348
H -3.8435 -1.1471 2.5202
H 6.9336 -0.5991 0.7225
H 3.1894 -2.6134 1.6496
H -2.7038 0.7492 2.3879
H -0.6058 -1.1087 3.3197
H -0.6937 -4.4018 3.5123
H -7.5288 3.3978 0.2802
H -3.1139 -2.0284 -4.4635
H -8.0333 1.7242 0.0683
H -5.4661 -1.7626 -1.5241
H -0.0950 5.2833 -1.4448
H 1.9490 1.4651 1.2649
H -2.3943 0.4488 -3.1153
H -3.8331 3.7811 -2.5454
H 2.0514 0.8656 -3.8783
H 5.1955 -2.1332 -3.3053
H -0.3257 -0.0940 -5.9922
H 3.5814 4.1243 -0.8633
H -2.9553 -0.1784 -6.4002
H 0.5535 4.0161 -2.4428
H 3.8297 -0.2621 -2.5605
H -2.4382 -3.3534 1.9741
H 7.9561 -3.3291 -0.4042
H 2.5473 5.3381 -2.4610
H 5.6042 -5.2806 3.1564
H -4.6601 -0.4859 3.8517
H 3.0047 3.4326 -2.6753
H 2.2944 1.1803 -0.5109
H -6.4521 1.9692 3.3909
H 4.5003 1.3961 2.8422
H 3.1759 -1.2224 0.1231
H -1.6943 4.8710 0.5766
H -2.9998 -6.0459 1.6168
H -0.4660 -0.1211 2.0054
H 1.5276 4.7972 0.3096
H 1.0326 -1.8994 -2.7448
H -4.8730 -1.9730 0.0929
H 5.7913 -5.2747 0.4219
H 2.0065 3.0889 0.8469
```

Calculated values
ΔE to the lowest compared entry with this formula, charge and spin = 38.284 eV
Calculated total energy = -102153.59243 eV
Frontier orbital gap = 6.483 eV